1.
# C32H90BrN35O21

18 unconnected molecules or ions with the total composition C32H90BrN35O21 (the ωB97M-V functional and the def2-TZVPD basis, the OMol25 dataset).

Properties
* highest occupied orbital energy: -8.5 eV
* net charge: 0
* gap between HOMO and LUMO: 7.70 eV
* LUMO level: -0.8 eV

The geometry in XYZ format:
```
179
Properties=species:S:1:pos:R:3:lowdin_charge:R:1
H -1.055 -3.769 9.377 0.112
H 2.090 5.831 -0.881 0.106
N 0.422 -0.490 -13.599 0.168
H 2.082 4.356 -2.556 0.064
H -1.289 5.008 -1.295 0.115
C 2.631 5.002 -4.387 -0.690
O 5.406 -8.751 9.444 0.010
H -2.496 4.117 6.550 0.035
C 4.300 -5.162 5.176 -0.161
N 0.721 3.399 -13.843 0.171
H 5.408 -3.518 4.014 0.122
C -0.394 -0.552 1.814 -0.150
H 4.683 -4.855 2.879 0.112
C 1.774 -3.880 3.310 -0.049
O -0.708 -3.311 3.538 -0.049
N 5.715 7.114 -4.078 0.152
H 0.660 -5.875 3.697 0.131
C -0.463 4.166 6.107 -0.699
H -2.107 -4.939 8.637 0.099
N 3.596 1.551 -16.438 0.155
C -3.450 0.726 -6.205 -0.729
O -0.501 -9.053 7.061 0.013
H 2.378 2.713 5.472 0.066
H 0.705 2.392 -13.744 0.082
C 2.329 1.103 -16.499 -0.709
H 0.316 -5.074 1.401 0.058
N -6.571 -2.414 2.412 0.151
H -0.851 1.884 -1.148 0.091
C -6.653 -3.058 3.591 -0.728
H 3.012 5.267 -6.351 0.117
C -5.002 5.750 7.028 -0.690
N -4.564 1.405 -5.878 0.149
N -1.037 -2.673 -3.411 0.150
H 1.240 -0.539 -14.183 0.056
H -1.762 -2.091 -3.026 0.081
H -1.331 6.057 6.115 0.093
H 1.793 2.693 -17.730 0.102
H -1.523 -4.755 -7.877 0.116
H 1.699 3.228 -3.824 0.107
H 0.335 -2.977 -10.255 0.103
O 4.135 -1.151 4.670 -0.031
O 0.559 3.517 5.948 -0.012
N -1.176 -4.635 8.868 0.154
H 0.101 0.383 1.280 0.116
O 3.725 -5.141 7.631 -0.179
H -0.112 -4.781 -8.893 0.104
N 5.387 -6.509 9.663 0.162
H -0.744 -1.614 -10.248 0.084
N -2.819 0.719 -2.147 0.152
H 5.341 -5.359 5.690 0.120
H 2.946 -4.959 8.235 0.057
N -5.153 5.987 8.344 0.169
H 2.390 0.676 -12.600 0.103
H 3.801 -6.203 4.946 0.102
Br -0.952 0.023 4.776 0.696
N -1.573 -10.966 7.578 0.151
H 4.691 -6.444 8.932 0.073
H 2.417 4.463 0.140 0.121
H 1.571 1.185 -11.153 0.117
H -5.878 6.569 8.729 0.062
H 8.047 7.606 -4.817 0.093
C 5.819 -7.740 9.990 -0.726
H 7.096 -6.946 11.428 0.093
N -1.643 3.599 6.415 0.170
H -6.645 6.949 6.590 0.104
O -2.330 1.114 -5.913 0.007
C -0.470 -10.252 7.289 -0.698
H 1.523 -10.468 7.058 0.119
H 0.542 1.556 -17.320 0.114
N 1.865 5.305 -14.270 0.150
H -5.494 1.101 -6.110 0.097
H -0.039 6.144 -1.706 0.107
H -7.266 -1.701 2.228 0.113
H 6.350 6.359 -3.883 0.097
H -4.584 -0.753 -7.130 0.110
N -3.670 -0.417 -6.881 0.160
N 1.553 0.704 -12.043 0.159
H -2.529 -1.711 -5.165 0.080
H -5.886 8.538 13.191 0.102
C 3.356 -4.455 6.353 -0.199
N 1.505 1.858 -17.248 0.163
C 2.579 1.652 4.965 -0.119
H 1.033 5.856 -14.143 0.098
N 1.764 5.002 -0.413 0.154
N -0.935 -4.304 -8.566 0.167
H 4.249 1.012 -15.885 0.117
H 2.220 -4.662 6.128 0.124
H 3.761 1.525 4.973 0.091
H -2.452 -10.465 7.602 0.112
C -1.596 -0.062 2.841 -0.599
H -0.131 3.916 -13.708 0.104
O 5.290 9.169 -4.899 0.017
N -7.513 9.545 11.589 0.154
O 0.126 3.545 0.103 0.008
N 2.614 4.625 -5.678 0.162
C 4.454 -4.200 3.825 -0.135
H -4.987 -4.209 3.112 0.096
C -1.313 -3.084 -8.989 -0.697
C -2.852 1.344 -0.956 -0.722
H -5.731 -4.502 4.656 0.111
O -4.114 5.039 6.584 0.005
H 4.742 7.018 -3.819 0.058
H -1.568 -11.953 7.769 0.099
O -2.317 -2.524 -8.577 -0.002
C 1.556 -5.498 3.040 -0.186
H -2.814 -1.862 2.013 0.073
H 1.953 -5.207 0.948 0.073
H -2.870 -1.663 3.888 0.054
H 5.715 -5.665 10.101 0.100
H -4.492 5.547 8.971 0.115
H -0.376 -3.113 -2.785 0.109
O 2.483 0.714 2.513 -0.143
H -5.829 6.208 5.246 0.114
O 3.099 6.067 -4.017 0.007
C 0.489 -2.819 3.210 -0.157
O -7.516 -2.813 4.419 0.017
N -0.326 5.310 -1.223 0.173
H -3.935 -0.492 2.865 0.086
N 0.669 -10.967 7.272 0.159
H 0.368 5.971 5.757 0.107
H 2.021 0.868 5.633 0.073
O 2.924 3.316 -14.310 0.007
N 6.743 -7.767 10.967 0.138
H -1.197 -6.793 7.616 0.087
H -1.660 2.593 6.514 0.078
H -0.796 -1.329 1.002 0.129
O 1.058 -4.925 8.834 0.013
H -4.443 2.271 -5.369 0.110
H -5.868 -2.601 1.718 0.094
C -0.886 -2.910 -4.727 -0.714
H -3.674 0.277 -2.459 0.105
N -0.282 -6.456 7.866 0.159
C -0.062 -5.314 8.541 -0.693
N -0.500 5.505 5.988 0.154
H 0.530 -6.998 7.600 0.099
C 2.136 -0.634 2.987 -0.065
H 3.586 -3.308 6.453 0.131
O -6.441 8.258 10.082 0.012
O 1.957 0.094 -15.922 -0.003
N -1.791 -2.300 -5.512 0.168
O -0.615 0.183 -11.715 0.003
C 3.091 -3.264 3.652 -0.058
H -2.858 -0.959 -7.146 0.057
C 0.389 0.136 -12.408 -0.739
H 0.832 1.924 3.414 0.105
N -5.907 6.360 6.243 0.160
N 7.382 8.339 -4.996 0.138
H -0.432 -0.931 -13.911 0.117
C 0.796 -1.284 2.689 -0.089
N -0.496 -2.532 -9.903 0.177
C 6.079 8.265 -4.672 -0.726
C 1.902 3.965 -14.151 -0.715
N -1.689 1.912 -0.591 0.145
H 2.534 -6.137 3.173 0.110
C -6.574 8.651 11.230 -0.707
C 0.497 4.555 -0.474 -0.704
C 3.186 -1.609 3.851 -0.103
H -5.072 7.553 12.012 0.114
H -2.002 0.669 -2.732 0.090
C -2.905 -1.056 2.863 -0.188
N -5.705 -3.994 3.782 0.150
C 2.014 1.769 3.425 -0.235
H 7.698 9.189 -5.445 0.107
H 7.095 -8.675 11.243 0.107
O 0.002 -3.621 -5.171 0.013
N -5.792 8.226 12.239 0.155
O -3.856 1.391 -0.264 0.010
H 2.733 5.770 -14.501 0.111
N 2.090 4.110 -3.538 0.169
H 2.233 3.752 -6.003 0.103
N 1.197 -5.615 1.545 -0.042
H -1.937 1.003 2.444 0.105
H -8.123 9.890 10.859 0.115
H 0.714 -11.955 7.457 0.101
H -7.638 9.880 12.529 0.101
H 2.452 2.793 2.995 0.134
H 3.921 2.380 -16.906 0.103
H -1.713 -2.452 -6.509 0.062
H -1.670 2.393 0.299 0.088
```


2.
# C3H12N2S2

2 unconnected molecules or ions with the total composition C3H12N2S2 (the ωB97M-V functional and the def2-TZVPD basis, the OMol25 dataset).

Properties
* energy above the lowest of the compared OMol25 structures with the same formula, charge and spin: 11.2 kcal per mole
* highest occupied orbital energy: -8.0 eV
* net charge: 0
* gap between HOMO and LUMO: 8.52 eV
* SMILES: CSSC.NCN
* LUMO level: 0.5 eV

The geometry in XYZ format:
```
19
Properties=species:S:1:pos:R:3:lowdin_charge:R:1
H 2.499 0.138 -1.680 0.097
N 0.791 -0.726 -2.548 -0.029
H -2.855 0.535 0.532 0.020
S -0.989 -1.476 2.249 0.396
C 0.812 -1.754 2.339 -0.506
N 1.023 1.600 -1.581 -0.023
H 1.294 -1.351 1.441 0.014
C 1.611 0.435 -2.263 -0.395
H 0.276 -1.062 -1.730 0.052
H -2.669 1.994 1.538 0.030
H 0.320 1.347 -0.892 0.010
H 0.967 -2.875 2.410 0.050
H 0.531 2.226 -2.249 0.066
H 1.235 -1.301 3.278 0.044
H 1.991 0.792 -3.261 0.115
C -2.634 0.893 1.536 -0.460
H -3.368 0.490 2.234 0.034
H 0.013 -0.441 -3.199 0.081
S -0.849 0.536 1.845 0.404
```


3.
# C5H8N2

A single C5H8N2 molecule (the ωB97M-V functional and the def2-TZVPD basis, the OMol25 dataset).

Properties
* energy above the lowest of the compared OMol25 structures with the same formula, charge and spin: 87.7 kcal per mole
* highest occupied orbital energy (alpha / beta): -7.8 / -7.8 eV
* net charge: 0
* gap between HOMO and LUMO (alpha / beta): 8.44 / 8.44 eV
* LUMO level (alpha / beta): 0.6 / 0.6 eV

The geometry in XYZ format:
```
15
Properties=species:S:1:pos:R:3:lowdin_charge:R:1
H -0.767 -2.140 -0.913 0.133
C 0.680 0.838 -0.470 -0.166
H -0.004 1.668 1.392 0.084
N -2.240 -1.090 1.695 0.147
H 1.532 1.122 -1.075 0.097
H 0.257 2.860 0.097 0.071
H 2.005 -1.850 -0.466 0.059
C -1.680 -1.116 0.684 -0.198
C -0.928 -1.107 -0.584 -0.130
H 1.900 -0.676 1.003 0.054
C -0.100 1.850 0.311 -0.074
C 1.522 -1.016 0.045 -0.005
H -1.516 -0.586 -1.347 0.131
H -1.175 1.813 0.082 0.077
N 0.374 -0.478 -0.450 -0.279
```


4.
# C6H10O

A single C6H10O molecule (the ωB97M-V functional and the def2-TZVPD basis, the OMol25 dataset).

Properties
* energy above the lowest of the compared OMol25 structures with the same formula, charge and spin: 17.3 kcal per mole
* highest occupied orbital energy: -9.8 eV
* net charge: 0
* gap between HOMO and LUMO: 10.85 eV
* SMILES: O=CCCC1CC1
* LUMO level: 1.1 eV

The geometry in XYZ format:
```
17
Properties=species:S:1:pos:R:3:lowdin_charge:R:1
C -0.773 0.614 -0.617 -0.318
C 0.334 0.486 0.402 -0.188
C 2.445 -0.729 1.036 -0.261
C 1.591 -0.220 -0.107 -0.158
H -2.057 -0.756 -1.838 0.096
C -2.189 0.662 -0.121 -0.127
O 1.998 -1.188 2.062 0.046
H -0.542 1.223 -1.492 0.137
H -2.900 1.300 -0.638 0.096
H 3.538 -0.666 0.868 0.117
H 1.315 -1.106 -0.698 0.128
H -0.032 -0.092 1.258 0.114
C -1.683 -0.561 -0.837 -0.127
H -2.344 0.599 0.954 0.102
H -1.497 -1.457 -0.247 0.105
H 0.605 1.479 0.786 0.125
H 2.191 0.413 -0.772 0.114
```


5.
# C5H3BrF2N3O2

A gas-phase ion, C5H3BrF2N3O2 (charge +1) (the ωB97M-V functional and the def2-TZVPD basis, the OMol25 dataset).

Properties
* highest occupied orbital energy: -14.7 eV
* net charge: +1
* gap between HOMO and LUMO: 10.55 eV
* SMILES: O=C(F)N(C(=O)F)n1cc[nH+]c1Br
* LUMO level: -4.2 eV

The geometry in XYZ format:
```
16
Properties=species:S:1:pos:R:3:lowdin_charge:R:1
H 0.982 3.113 -0.208 0.143
O -0.508 -2.735 -1.870 0.270
C 0.102 1.157 -0.631 0.042
C 0.032 -1.880 -1.302 -0.501
N 1.207 1.518 1.236 0.122
F 1.242 -1.444 -1.566 0.189
C 0.815 0.242 1.287 -0.697
C 0.791 2.097 0.064 0.005
C -1.906 -1.097 -0.113 -0.470
F -2.278 -1.071 1.139 0.198
N -0.462 -1.227 -0.149 0.121
H -0.389 1.217 -1.580 0.155
H 1.745 1.984 1.953 0.185
O -2.610 -0.923 -1.021 0.274
N 0.137 0.013 0.147 -0.040
Br 1.100 -0.965 2.617 1.003
```


In a.u., the E_tot values for the records above are, in order, -7344.1951 -1027.3562 -304.6957 -309.8148 -3280.5572.